{
  "formula": "C7H9NO3",
  "method": "the ωB97M-V functional and the def2-TZVPD basis",
  "symbols": ["H", "H", "H", "O", "H", "C", "H", "C", "O", "H", "C", "H", "C", "C", "N", "H", "C", "H", "O", "C"],
  "xyz": [[-0.665, -2.818, -1.050], [0.238, 1.798, 0.497], [-2.801, 1.328, 0.430], [-0.111, 1.374, -1.351], [-2.912, -0.095, 1.408], [-0.322, -1.872, -0.712], [-0.394, 0.689, -2.018], [-2.234, 0.703, 1.140], [2.998, 1.503, 0.190], [-2.339, -1.436, -0.232], [1.501, -0.346, -0.052], [1.717, -2.263, -0.928], [2.808, 0.149, 0.330], [1.084, -1.523, -0.661], [-1.062, 0.114, 0.550], [-2.103, 1.373, 2.004], [-0.126, 0.938, -0.022], [2.209, 2.058, 0.010], [3.741, -0.587, 0.591], [-1.228, -1.087, -0.124]],
  "homo_lumo_gap_ev": 8.295,
  "max_force_ev_per_a": 6.26,
  "total_energy_ha": -552.49087
}